Entry from the OMol25 dataset: C5H10FNS in the gas phase (ωB97M-V with the def2-TZVPD basis set).

HOMO (eV): -8.53
Energy above the lowest of the compared OMol25 structures with the same formula, charge and spin (kcal per mole): 30.6
Kohn-Sham gap (eV): 9.418
E_tot (eV): -20388.4519
Total charge: 0
LUMO energy (eV): 0.9
Molecular weight (g/mol): 135.21
SMILES: CN[C@H](CF)[C@H]1CS1

Each line ends with the natural charge from an NBO analysis.
CARTESIAN COORDINATES (ANGSTROEM)
C  -0.6389  1.7219  -0.7609  -0.4310
N  -1.2322  0.3988  -0.8809  -0.6157
C  -0.6330  -0.6349  -0.0550  -0.1185
C  -0.6825  -0.3843  1.4447  0.0418
F  -0.2368  -1.4672  2.1601  -0.3572
C  0.7122  -1.0172  -0.6036  -0.2784
C  2.0058  -0.5515  -0.1137  -0.5118
S  1.7679  -2.2848  0.2104  0.1239
H  -0.4706  2.0639  0.3287  0.1682
H  0.2989  1.7776  -1.3413  0.2009
H  -1.2367  2.4953  -1.2951  0.2149
H  -2.2090  0.3338  -0.6606  0.3637
H  -1.1764  -1.5554  -0.1696  0.2131
H  -1.6618  -0.0883  1.7956  0.1626
H  -0.0617  0.4424  1.7968  0.1552
H  0.6770  -1.0649  -1.6725  0.2312
H  2.0371  0.2384  0.6748  0.2172
H  2.7406  -0.4238  -0.8579  0.2199

Cartesian forces (eV/Å) of the 3 atoms listed first:
0.03 1.11 0.52
0.11 -0.42 0.22
0.61 -0.50 0.51

Entry from the OMol25 dataset: 3 unconnected molecules or ions with the total composition C5H10 (ωB97M-V with the def2-TZVPD basis set).

HOMO (eV): -9.27
Energy above the lowest of the compared OMol25 structures with the same formula, charge and spin (kcal per mole): 118.0
Kohn-Sham gap (eV): 10.596
E_tot (eV): -5342.1508
Total charge: 0
LUMO energy (eV): 1.3
Molecular weight (g/mol): 70.13
SMILES: C1=CC1.[H][H].C=C

Each line ends with the natural charge from an NBO analysis.
CARTESIAN COORDINATES (ANGSTROEM)
C  -0.6653  1.4049  -0.2421  -0.1815
C  -0.6952  0.9188  -1.4385  -0.1989
C  0.6468  1.3817  -0.9597  -0.4303
H  -1.2006  1.7532  0.6235  0.2255
H  -1.2688  0.5540  -2.2738  0.2296
H  1.4181  0.6507  -0.6815  0.1756
H  1.0513  2.3173  -1.3508  0.1781
H  0.1063  -1.5786  -0.9280  0.0057
H  -0.1694  -1.1128  -1.4391  -0.0006
C  0.3399  -1.6252  1.1991  -0.4032
C  -0.0803  -0.4704  1.7025  -0.3910
H  1.3820  -1.7904  0.9345  0.1989
H  -0.3443  -2.4504  1.0151  0.1988
H  -1.1242  -0.3079  1.9584  0.1942
H  0.6039  0.3550  1.8803  0.1993

Cartesian forces (eV/Å) of the 3 atoms listed first:
-0.23 0.20 -0.33
-0.23 0.41 0.11
0.32 0.13 -0.07

Entry from the OMol25 dataset: 2 unconnected molecules or ions with the total composition C4H11OS (ωB97M-V with the def2-TZVPD basis set).

HOMO (eV): -2.72
Energy above the lowest of the compared OMol25 structures with the same formula, charge and spin (kcal per mole): 39.5
Kohn-Sham gap (eV): 6.318
E_tot (eV): -17208.4849
Total charge: -1
LUMO energy (eV): 3.6
Molecular weight (g/mol): 107.20

Each line ends with the natural charge from an NBO analysis.
CARTESIAN COORDINATES (ANGSTROEM)
C  -2.5727  1.7629  0.0500  -0.2050
O  -1.2556  1.5959  0.3734  -0.9784
H  -3.2605  0.9895  0.4604  0.0850
H  -2.9999  2.7015  0.4871  0.0925
H  -2.8114  1.7739  -1.0383  0.0821
C  1.1857  -1.1246  2.0603  -0.6081
C  1.2125  -0.2870  0.7859  -0.5561
S  0.8510  -1.1713  -0.7590  0.0913
C  0.0688  0.1828  -1.6999  -0.7768
H  1.4149  -0.4692  2.9099  0.1992
H  1.8674  -1.9730  2.0149  0.1858
H  0.1635  -1.4585  2.2433  0.2095
H  2.1804  0.2260  0.7113  0.1740
H  0.4720  0.5199  0.8420  0.3013
H  -0.7177  0.6651  -1.0251  0.3249
H  0.8496  0.8499  -2.0543  0.1861
H  -0.4365  -0.2681  -2.5588  0.1928

Cartesian forces (eV/Å) of the 3 atoms listed first:
0.23 0.24 0.85
-0.54 -0.05 -0.14
0.00 -0.29 0.03